Entry 1:
The following is a quantum chemistry calculation of a single C3H5NO2S molecule, from the Open Molecules 2025 dataset.

Values from the calculation:
* energy above the lowest of the compared OMol25 structures with the same formula, charge and spin: 44.18 kcal per mole
* LUMO: 0.70 eV
* net charge: 0
* SMILES: ON1CCOC1=S
* Kohn-Sham gap: 9.65 eV
* energy: -19610.5955 eV

Each line ends with the Löwdin charge.
Positions of all 12 atoms, in Å:
1 O 0.997 1.886 -0.048  0.012
2 N 0.433 0.650 -0.286  -0.172
3 C -0.934 0.471 0.166  -0.078
4 C -1.039 -1.039 -0.109  -0.098
5 O 0.324 -1.516 0.013  -0.044
6 C 1.149 -0.477 -0.094  -0.871
7 S 2.799 -0.542 0.006  0.695
8 H 1.935 1.688 0.089  0.036
9 H -1.645 1.028 -0.441  0.129
10 H -1.041 0.691 1.246  0.141
11 H -1.355 -1.260 -1.138  0.135
12 H -1.620 -1.579 0.595  0.115


Entry 2:
The following is a quantum chemistry calculation of a molecular structure, C50H45FMgN4O4P, from the Open Molecules 2025 dataset.

Values from the calculation:
* energy above the lowest of the compared OMol25 structures with the same formula, charge and spin: 23.01 kcal per mole
* LUMO: 2.56 eV
* net charge: -1
* Kohn-Sham gap: 6.82 eV
* energy: -84185.6748 eV

Each line ends with the Löwdin charge.
Positions of all 106 atoms, in Å:
1 Mg 0.000 0.515 -0.375  0.617
2 O -0.184 -0.341 1.342  -0.178
3 N 1.009 -0.480 1.766  0.022
4 N 1.889 -0.604 0.874  -0.268
5 O 1.636 -0.671 -0.391  -0.194
6 C 3.212 -0.683 1.315  -0.203
7 C 3.498 -0.686 2.678  -0.007
8 C 4.812 -0.753 3.094  -0.083
9 C 5.841 -0.820 2.166  -0.102
10 C 5.549 -0.820 0.813  -0.087
11 C 4.238 -0.749 0.382  -0.021
12 H 2.684 -0.622 3.381  0.111
13 H 5.036 -0.751 4.151  0.099
14 H 6.868 -0.863 2.500  0.093
15 H 6.346 -0.877 0.085  0.100
16 H 3.983 -0.723 -0.667  0.120
17 C -2.759 1.870 -3.186  -0.063
18 C -3.547 2.601 -2.099  -0.352
19 C -4.623 3.471 -2.754  -0.086
20 C -2.670 3.370 -1.126  -0.118
21 C -2.547 4.748 -1.196  -0.049
22 C -1.830 5.459 -0.250  -0.097
23 C -1.319 4.799 0.850  -0.054
24 C -1.416 3.423 0.962  -0.142
25 C -1.109 2.761 2.289  -0.349
26 C -2.265 3.127 3.232  -0.058
27 C 0.218 3.159 2.939  -0.048
28 C -2.003 2.684 -0.085  -0.198
29 N -1.816 1.318 -0.172  0.008
30 C -2.781 0.413 -0.042  -0.276
31 C -4.012 0.600 0.629  -0.025
32 C -4.909 -0.431 0.793  -0.112
33 C -4.670 -1.691 0.261  -0.121
34 C -3.495 -1.903 -0.453  -0.040
35 C -2.598 -0.875 -0.576  -0.193
36 F -1.434 -1.062 -1.306  -0.020
37 H -3.412 1.159 -3.693  0.079
38 H -1.915 1.341 -2.758  0.047
39 H -2.366 2.576 -3.913  0.076
40 H -4.076 1.842 -1.512  0.116
41 H -4.189 4.130 -3.506  0.070
42 H -5.142 4.071 -2.007  0.077
43 H -5.353 2.831 -3.252  0.074
44 H -3.011 5.294 -2.003  0.099
45 H -1.707 6.530 -0.339  0.095
46 H -0.842 5.362 1.640  0.105
47 H -1.117 1.676 2.152  0.113
48 H -2.252 4.195 3.447  0.076
49 H -2.180 2.580 4.170  0.073
50 H -3.224 2.885 2.776  0.067
51 H 0.346 4.240 2.964  0.068
52 H 1.056 2.721 2.404  0.049
53 H 0.263 2.795 3.966  0.077
54 H -4.220 1.575 1.043  0.105
55 H -5.825 -0.259 1.344  0.094
56 H -5.378 -2.495 0.398  0.088
57 H -3.294 -2.858 -0.917  0.115
58 O 2.510 2.115 0.945  0.065
59 C 1.944 2.681 0.023  -0.432
60 N 1.068 2.105 -0.819  0.097
61 C 0.667 2.966 -1.782  -0.434
62 O 0.012 2.670 -2.759  0.086
63 C 1.265 4.309 -1.478  -0.076
64 C 1.144 5.548 -2.069  -0.012
65 C 1.911 6.587 -1.552  -0.086
66 C 2.760 6.389 -0.474  -0.087
67 C 2.859 5.144 0.138  -0.007
68 C 2.103 4.117 -0.382  -0.074
69 H 0.468 5.706 -2.895  0.116
70 H 1.837 7.576 -1.986  0.096
71 H 3.345 7.220 -0.104  0.095
72 H 3.508 4.982 0.986  0.115
73 C 3.789 -4.459 2.621  -0.101
74 C 4.077 -4.065 1.325  -0.090
75 C 3.059 -3.680 0.473  -0.115
76 C 1.732 -3.700 0.897  -0.341
77 C 1.457 -4.069 2.211  -0.083
78 C 2.476 -4.451 3.063  -0.092
79 P 0.411 -3.027 -0.174  1.164
80 C -0.894 -4.296 0.144  -0.340
81 C -1.145 -5.444 -0.596  -0.079
82 C -2.217 -6.262 -0.282  -0.094
83 C -3.067 -5.936 0.761  -0.102
84 C -2.846 -4.776 1.485  -0.093
85 C -1.773 -3.962 1.173  -0.139
86 C 1.045 -3.586 -1.804  -0.350
87 C 0.924 -2.700 -2.869  -0.078
88 C 1.329 -3.070 -4.140  -0.080
89 C 1.854 -4.332 -4.361  -0.098
90 C 2.001 -5.213 -3.300  -0.090
91 C 1.608 -4.841 -2.027  -0.126
92 H 4.586 -4.762 3.287  0.095
93 H 5.101 -4.049 0.977  0.103
94 H 3.290 -3.353 -0.531  0.106
95 H 0.436 -4.051 2.564  0.093
96 H 2.245 -4.745 4.078  0.097
97 H -0.513 -5.704 -1.433  0.083
98 H -2.392 -7.158 -0.863  0.096
99 H -3.910 -6.574 0.993  0.095
100 H -3.526 -4.493 2.277  0.103
101 H -1.628 -3.028 1.702  0.107
102 H 0.529 -1.711 -2.684  0.092
103 H 1.233 -2.371 -4.961  0.102
104 H 2.158 -4.630 -5.357  0.096
105 H 2.421 -6.196 -3.469  0.098
106 H 1.752 -5.523 -1.200  0.112


Entry 3:
The following is a quantum chemistry calculation of a molecular structure, C23H16F3INPtS, from the Open Molecules 2025 dataset.

Values from the calculation:
* energy above the lowest of the compared OMol25 structures with the same formula, charge and spin: 25.79 kcal per mole
* LUMO (alpha / beta): 2.54 / 2.53 eV
* net charge: -1
* Kohn-Sham gap (alpha / beta): 5.85 / 5.85 eV
* energy: -55938.2626 eV

Each line ends with the Löwdin charge.
Positions of all 46 atoms, in Å:
1 Pt 0.976 -0.973 -0.873  0.551
2 I 3.763 -1.073 -1.537  0.943
3 C 3.694 0.993 -1.180  -0.622
4 C 4.892 1.653 -1.169  -0.189
5 C 4.922 3.052 -1.003  -0.105
6 C 3.754 3.747 -0.900  -0.058
7 C 2.503 3.084 -0.935  -0.185
8 C 1.299 3.831 -0.902  -0.069
9 C 0.099 3.187 -0.979  -0.101
10 C 0.046 1.782 -1.017  -0.140
11 C 1.175 0.987 -1.011  -0.331
12 C 2.444 1.663 -1.031  -0.235
13 H 5.814 1.103 -1.304  0.073
14 H 5.875 3.567 -0.984  0.094
15 H 3.763 4.827 -0.801  0.103
16 H 1.356 4.912 -0.829  0.098
17 H -0.825 3.755 -0.965  0.097
18 H -0.927 1.300 -0.999  0.085
19 F -1.326 -5.739 0.396  0.120
20 C -2.018 -5.441 -0.716  -0.604
21 F -3.158 -6.176 -0.651  0.098
22 F -1.323 -5.933 -1.757  0.118
23 C -2.315 -3.977 -0.851  -0.140
24 C -3.629 -3.548 -0.879  -0.027
25 C -3.914 -2.193 -0.968  -0.076
26 C -2.838 -1.322 -1.044  -0.153
27 N -1.577 -1.724 -1.056  -0.014
28 C -1.272 -3.027 -0.939  -0.697
29 S 0.432 -3.364 -0.868  0.537
30 H -4.429 -4.273 -0.815  0.112
31 H -4.931 -1.826 -0.973  0.090
32 H -2.994 -0.248 -1.086  0.103
33 C 1.068 -0.817 1.225  -0.250
34 C 0.000 0.032 1.800  -0.310
35 C -1.240 -0.523 2.136  -0.065
36 C -2.273 0.255 2.634  -0.109
37 C -2.094 1.620 2.826  -0.124
38 C -0.864 2.185 2.517  -0.106
39 C 0.165 1.403 2.014  -0.071
40 H 0.947 -1.858 1.518  0.021
41 H 2.066 -0.452 1.468  0.047
42 H -1.392 -1.586 1.979  0.108
43 H -3.222 -0.209 2.876  0.092
44 H -2.899 2.232 3.216  0.085
45 H -0.705 3.248 2.655  0.095
46 H 1.113 1.865 1.759  0.111